Formula: C8H15N3O5
Source: OMol25
Level of theory: the ωB97M-V functional and the def2-TZVPD basis

Geometry as ORCA input:
```
! wB97M-V def2-TZVPD RIJCOSX def2/J DEFGRID3
* xyz 0 1
C 1.85 -2.95 -0.14
C 0.63 -2.02 -0.21
O 0.22 -1.74 1.13
C 0.97 -0.74 -1.07
N -0.08 0.23 -0.91
C 0.08 1.39 -0.28
O 1.17 1.85 0.10
C -1.23 2.21 0.03
N -2.42 1.54 -0.37
C -1.14 2.52 1.55
C -0.94 1.12 2.16
N 0.23 0.92 2.90
O -1.74 0.19 1.99
C 1.26 -1.14 -2.52
O 2.32 -1.29 -3.10
O 0.10 -1.19 -3.22
H 1.99 -3.25 -1.20
H 2.80 -2.50 0.16
H 1.58 -3.73 0.59
H -0.20 -2.61 -0.70
H -0.61 -1.25 1.11
H 1.84 -0.30 -0.60
H -1.00 0.16 -1.22
H -1.08 3.19 -0.45
H -3.10 2.18 -0.99
H -2.86 1.03 0.40
H -2.11 2.90 1.92
H -0.35 3.19 1.77
H 1.07 1.40 2.50
H 0.51 -0.06 2.87
H 0.25 -1.27 -4.18
*
```

Results
orbital gap	10.0	eV
ΔE to the lowest compared entry with this formula, charge and spin	0.412	eV
LUMO	0.53	eV
E	-23248.2515	eV
E_HOMO	-0.347	Ha